#one
Density functional theory data (ωB97M-V/def2-TZVPD) for the ion C5H10NO with charge +1.

Each atom is followed by the atoms it is bonded to, with distances in Å.
Positions of all 17 atoms, in Å:
1 C -0.2124 -1.7314 -0.1452  C2 1.339, C3 1.469, H8 1.029
2 C 0.8963 -1.0980 -0.5492  C1 1.339, C4 1.446, H9 1.098
3 C -1.3965 -1.0131 0.3447  C1 1.469, C5 1.541, H10 1.148, H11 1.035
4 C 0.8403 0.3449 -0.6277  C2 1.446, N6 1.526, H12 1.019
5 C -1.0856 0.4958 0.3245  C3 1.541, O7 1.311, H13 1.046
6 N 1.6179 1.2062 0.3635  C4 1.526, H14 0.999, H15 1.047, H16 1.097
7 O -1.7110 1.4644 -0.3004  C5 1.311, H17 0.976
8 H -0.0595 -2.7485 -0.1544  C1 1.029
9 H 1.9014 -1.4318 -0.8405  C2 1.098
10 H -2.3803 -1.0845 -0.2425  C3 1.148
11 H -1.6783 -1.2190 1.3189  C3 1.035
12 H 0.7912 0.7929 -1.5421  C4 1.019
13 H -0.8654 1.0137 1.2058  C5 1.046
14 H 1.4657 0.7591 1.2443  N6 0.999
15 H 1.3980 2.2292 0.3257  N6 1.047
16 H 2.6982 1.0935 0.2103  N6 1.097
17 H -2.2201 0.9266 -0.9357  O7 0.976

Summary:
LUMO, eV: -3.6
Frontier orbital gap, hartree: 0.33652
Charge: +1

#two
Density functional theory data (ωB97M-V/def2-TZVPD) for a cluster of 2 separate species, C5H10NO in total.

Each atom is followed by the atoms it is bonded to, with distances in Å.
Positions of all 17 atoms, in Å:
1 C 0.0225 2.5233 -1.9362  C2 1.318, H4 1.078, H5 1.078
2 C 0.8807 1.7182 -1.3421  C1 1.318, O3 1.380, H6 1.088
3 O 0.9846 1.6324 0.0311  C2 1.380, H7 0.965
4 H -0.0448 2.5271 -3.0119  C1 1.078
5 H -0.6120 3.1842 -1.3690  C1 1.078
6 H 1.5433 1.0873 -1.9308  C2 1.088
7 H 1.9069 1.7742 0.2774  O3 0.965
8 C -0.0404 -1.4170 0.2846  C9 1.320, N11 1.421, H12 1.078
9 C -0.7058 -1.0332 -0.7894  C8 1.320, H13 1.083, H14 1.075
10 C -0.2603 -1.7882 2.6549  N11 1.273, H15 1.080, H16 1.079
11 N -0.7554 -1.5584 1.5043  C8 1.421, C10 1.273, H17 1.018
12 H 1.0161 -1.6169 0.3652  C8 1.078
13 H -1.7876 -1.0776 -0.7535  C9 1.083
14 H -0.2528 -0.7287 -1.7158  C9 1.075
15 H -0.9306 -1.8424 3.4995  C10 1.080
16 H 0.8042 -1.9140 2.7799  C10 1.079
17 H -1.7687 -1.4702 1.4518  N11 1.018

Summary:
LUMO, eV: -5.3
Frontier orbital gap, hartree: 0.26502
Charge: +1

#three
Density functional theory data (ωB97M-V/def2-TZVPD) for the ion C5H10NO with charge +1.

Each atom is followed by the atoms it is bonded to, with distances in Å.
Positions of all 17 atoms, in Å:
1 C 2.6542 -0.5032 -0.3224  N2 1.261, H8 1.085, H9 1.086
2 N 1.4054 -0.6313 -0.2073  C1 1.261, C3 1.511, H10 1.027
3 C 0.5417 -0.0063 0.8632  N2 1.511, C4 1.517, H11 1.086, H12 1.082
4 C -0.4183 1.0525 0.3537  C3 1.517, C5 1.516, H13 1.098, H14 1.098
5 C -1.8119 0.4895 0.1538  C4 1.516, C6 1.526, H15 1.095, H16 1.092
6 C -1.8759 -0.5510 -0.9604  C5 1.526, O7 1.208, H17 1.094
7 O -0.8832 -1.0013 -1.4808  C6 1.208
8 H 3.1616 -0.9366 -1.1780  C1 1.085
9 H 3.2358 -0.0732 0.4878  C1 1.086
10 H 0.8146 -1.2184 -0.8079  N2 1.027
11 H 1.2849 0.3748 1.5571  C3 1.086
12 H 0.0272 -0.8179 1.3610  C3 1.082
13 H 0.0844 1.5716 -0.4724  C4 1.098
14 H -0.5948 1.9602 0.9460  C4 1.098
15 H -2.6169 1.1761 -0.1303  C5 1.095
16 H -2.1121 -0.0420 1.0589  C5 1.092
17 H -2.8966 -0.8436 -1.2220  C6 1.094

Summary:
LUMO, eV: -4.7
Frontier orbital gap, hartree: 0.34567
SMILES: C=[NH+]CCCC=O
Charge: +1

#three takes first place; second place is 1.438 eV up.

#one
Density functional theory data (ωB97M-V/def2-TZVPD) for the ion C5H10NO with charge +1.

Each atom is followed by the atoms it is bonded to, with distances in Å.
Positions of all 17 atoms, in Å:
1 N 1.8479 0.3570 -1.5534  C2 1.537, H8 1.023, H9 1.015, H10 1.022
2 C 0.9622 -0.8858 -1.3682  N1 1.537, C3 1.383, H11 1.092
3 C -0.2070 -0.6959 -0.6549  C2 1.383, C4 1.516, H12 1.080
4 C -0.4138 -0.8957 0.8336  C3 1.516, C5 1.532, H13 1.136, H14 1.095
5 C -0.6183 0.3737 1.6672  C4 1.532, C6 1.583, H15 1.092, H16 1.116
6 C -1.8643 1.1717 1.1053  C5 1.583, O7 1.194, H17 1.122
7 O -2.4407 0.7893 0.1319  C6 1.194
8 H 1.9804 0.5432 -2.5505  N1 1.023
9 H 1.3748 1.1783 -1.1903  N1 1.015
10 H 2.8013 0.1916 -1.2234  N1 1.022
11 H 1.4065 -1.6911 -1.9570  C2 1.092
12 H -1.1558 -0.6395 -1.1676  C3 1.080
13 H -1.3996 -1.4606 0.8068  C4 1.136
14 H 0.3771 -1.5793 1.1596  C4 1.095
15 H -0.6907 0.0593 2.7100  C5 1.092
16 H 0.2307 1.0943 1.5894  C5 1.116
17 H -2.1906 2.0895 1.6614  C6 1.122

Summary:
LUMO, eV: -5.6
Frontier orbital gap, hartree: 0.26224
SMILES: [NH3+]/C=C/CCC=O
Charge: +1

#two
Density functional theory data (ωB97M-V/def2-TZVPD) for the ion C5H10NO with charge +1.

Each atom is followed by the atoms it is bonded to, with distances in Å.
Positions of all 17 atoms, in Å:
1 C 2.1831 0.9134 0.0988  C4 1.351, O7 1.349, H8 1.044
2 C -0.1239 -0.0581 -0.5422  C3 1.438, C4 1.597, H9 1.144, H10 1.174
3 C -1.3190 0.5800 -0.0602  C2 1.438, C5 1.468, H11 1.119
4 C 1.3934 -0.1719 -0.0572  C1 1.351, C2 1.597, N6 1.301
5 C -2.4392 -0.1707 0.5212  C3 1.468, H12 1.071, H13 1.180, H14 1.077
6 N 1.9314 -1.3551 -0.0115  C4 1.301, H16 1.077, H17 1.066
7 O 3.4332 0.6252 0.5148  C1 1.349, H15 0.981
8 H 1.8573 1.8611 -0.1956  C1 1.044
9 H -0.2596 -1.1301 -0.9178  C2 1.144
10 H 0.0441 0.5993 -1.4997  C2 1.174
11 H -1.5090 1.6559 -0.3017  C3 1.119
12 H -3.1290 0.4830 1.0158  C5 1.071
13 H -1.8729 -1.0050 1.1333  C5 1.180
14 H -2.8233 -0.8787 -0.1935  C5 1.077
15 H 3.8667 1.2824 1.1003  O7 0.981
16 H 1.2751 -2.1805 0.2083  N6 1.077
17 H 2.9794 -1.3161 -0.2019  N6 1.066

Summary:
LUMO (alpha / beta), eV: -3.9 / -6.4
Frontier orbital gap (alpha / beta), hartree: 0.35248 / 0.18959
Charge: +1

#two takes first place; second place is 0.488 eV up.

#one
Density functional theory data (ωB97M-V/def2-TZVPD) for a cluster of 2 separate species, C5H10NO in total.

Each atom is followed by the atoms it is bonded to, with distances in Å.
Positions of all 17 atoms, in Å:
1 O -0.8164 0.4485 1.7995  C2 1.290
2 C -0.9725 1.5980 1.2361  O1 1.290, C3 1.424, H8 1.001
3 C -0.2040 1.7598 0.0477  C2 1.424, C4 1.606, H9 1.119, H10 1.092
4 C 0.8008 0.6252 -0.4838  C3 1.606, C5 1.508, H11 1.028, H12 1.134
5 C 0.5884 -0.8291 -0.1467  C4 1.508, C6 1.483, N7 1.440
6 C -0.8480 -1.1982 -0.1411  C5 1.483, H13 1.086, H14 1.149
7 N 1.7991 -1.5893 -0.3206  C5 1.440, H16 1.032, H17 1.019
8 H -1.8078 2.0801 1.5053  C2 1.001
9 H -0.9408 1.8544 -0.7889  C3 1.119
10 H 0.3202 2.7141 -0.0347  C3 1.092
11 H 1.7701 0.9185 -0.3077  C4 1.028
12 H 0.9636 0.8789 -1.5774  C4 1.134
13 H -1.0638 -1.9794 0.5816  C6 1.086
14 H -1.5359 -0.2817 -0.0559  C6 1.149
15 H -2.1742 -3.1494 -0.6692  no bonds
16 H 2.7022 -1.4463 0.1575  N7 1.032
17 H 1.4190 -2.4038 -0.8016  N7 1.019

Summary:
LUMO, eV: -7.5
Frontier orbital gap, hartree: 0.22312
Charge: +1

#two
Density functional theory data (ωB97M-V/def2-TZVPD) for the ion C5H10NO with charge +1.

Each atom is followed by the atoms it is bonded to, with distances in Å.
Positions of all 17 atoms, in Å:
1 C 1.8106 -1.0474 -0.2481  C2 1.327, H8 1.081, H9 1.082
2 C 0.5092 -0.7886 -0.2155  C1 1.327, N3 1.493, C4 1.496
3 N -0.2781 -0.8706 -1.4816  C2 1.493, H10 1.071, H11 1.022, H12 1.012
4 C -0.2962 -0.4572 1.0006  C2 1.496, C5 1.560, H13 1.088, H14 1.093
5 C -0.7219 1.0291 1.2086  C4 1.560, C6 1.484, H15 1.097, H16 1.087
6 C -0.4814 1.8733 0.0126  C5 1.484, O7 1.218, H17 1.088
7 O -0.8375 1.5601 -1.1090  C6 1.218
8 H 2.3838 -0.7934 -1.1287  C1 1.081
9 H 2.2864 -1.0926 0.7222  C1 1.082
10 H -0.8175 0.0548 -1.4591  N3 1.071
11 H -0.8698 -1.7032 -1.4446  N3 1.022
12 H 0.3533 -1.0747 -2.2462  N3 1.012
13 H 0.2774 -0.8722 1.8261  C4 1.088
14 H -1.2105 -1.0535 1.0476  C4 1.093
15 H -1.8135 0.9497 1.2821  C5 1.097
16 H -0.3909 1.4950 2.1336  C5 1.087
17 H 0.0965 2.7912 0.0992  C6 1.088

Summary:
LUMO, eV: -3.6
Frontier orbital gap, hartree: 0.41290
SMILES: C=C([NH3+])CCC=O
Charge: +1

#three
Density functional theory data (ωB97M-V/def2-TZVPD) for the ion C5H10NO with charge +1.

Each atom is followed by the atoms it is bonded to, with distances in Å.
Positions of all 17 atoms, in Å:
1 C 0.5146 1.3102 1.6120  C2 1.362, H8 1.062, H9 1.112
2 C 0.1860 0.2649 0.8025  C1 1.362, N3 1.663, C4 1.447
3 N -1.3781 -0.2537 1.0265  C2 1.663, H10 1.060, H11 1.021, H12 1.017
4 C 0.8313 -0.7606 0.0111  C2 1.447, C5 1.485, H13 1.180, H14 1.093
5 C 0.8887 -0.4579 -1.4419  C4 1.485, C6 1.516, H15 1.075, H16 1.092
6 C -0.2824 0.3430 -1.9760  C5 1.516, O7 1.208, H17 1.075
7 O -1.4312 0.2095 -1.6276  C6 1.208
8 H 0.3024 1.3293 2.6525  C1 1.062
9 H 0.9419 2.2941 1.3200  C1 1.112
10 H -1.8742 -0.1518 0.0957  N3 1.060
11 H -1.3287 -1.2380 1.2923  N3 1.021
12 H -1.8745 0.2371 1.7662  N3 1.017
13 H 1.7664 -1.0176 0.6830  C4 1.180
14 H 0.2834 -1.6915 0.1758  C4 1.093
15 H 0.8101 -1.4403 -1.8706  C5 1.075
16 H 1.8487 -0.0377 -1.7499  C5 1.092
17 H -0.2043 1.0610 -2.7717  C6 1.075

Summary:
LUMO, eV: -4.6
Frontier orbital gap, hartree: 0.33705
SMILES: C=C([NH3+])CCC=O
Charge: +1

#two takes first place; second place is 2.090 eV up.